Below is one molecule with the formula C23H29N3O4S, with properties calculated with the ωB97M-V functional and the def2-TZVPD basis.

Results
Gap between HOMO and LUMO = 8.655 eV
Maximum force = 0.744 eV/A
LUMO = 0.135 eV
ΔE to the lowest compared entry with this formula, charge and spin = 5.3 kJ/mol

```
60
C23H29N3O4S (the ωB97M-V functional and the def2-TZVPD basis)
C 5.4407 0.2229 -2.4231
C 5.2128 -1.2815 -2.5343
O 5.1084 -1.9110 -1.2717
C 3.9785 -1.7687 -0.5331
C 4.0346 -2.3071 0.7554
C 2.9457 -2.2368 1.5959
C 1.7699 -1.6307 1.1667
N 0.6746 -1.5097 2.0674
C 0.8204 -0.4914 3.0897
C 0.6889 0.9402 2.5458
O 1.3492 1.8490 3.0089
N -0.2141 1.0774 1.5682
C -0.5209 2.3358 0.9235
C -0.1270 2.2784 -0.5543
C -0.4903 3.5811 -1.2596
C -1.9835 3.8620 -1.1265
C -2.3789 3.9285 0.3452
C -2.0158 2.6295 1.0575
C -0.4956 -2.1716 1.9728
O -1.4202 -1.9955 2.7444
C -0.6330 -3.1938 0.8347
N -1.9507 -3.0483 0.2536
C -2.3489 -1.8202 -0.1522
O -1.5730 -0.8756 -0.2224
C -3.7495 -1.6871 -0.5561
C -4.3309 -0.5452 -1.0394
C -5.6982 -0.7021 -1.3292
C -6.1445 -1.9592 -1.0646
S -4.9073 -2.9760 -0.4554
C 1.7046 -1.1001 -0.1136
C 2.7968 -1.1690 -0.9601
H 5.5649 0.6487 -3.4150
H 6.3372 0.4169 -1.8400
H 4.6015 0.7091 -1.9318
H 6.0821 -1.7556 -2.9984
H 4.3322 -1.5004 -3.1507
H 4.9528 -2.7744 1.0733
H 3.0023 -2.6517 2.5910
H 1.7946 -0.5802 3.5754
H 0.0294 -0.6473 3.8298
H -0.7197 0.2766 1.2109
H 0.0647 3.1042 1.4392
H -0.6562 1.4437 -1.0198
H 0.9462 2.0927 -0.6348
H -0.2144 3.5198 -2.3147
H 0.0734 4.4031 -0.8129
H -2.2322 4.8028 -1.6223
H -2.5461 3.0655 -1.6192
H -3.4516 4.1124 0.4370
H -1.8549 4.7595 0.8224
H -2.2812 2.6914 2.1145
H -2.5709 1.7965 0.6193
H -0.5340 -4.1996 1.2437
H 0.1266 -3.0339 0.0672
H -2.6516 -3.7340 0.4845
H -3.7801 0.3674 -1.1773
H -6.3234 0.0824 -1.7156
H -7.1329 -2.3555 -1.1896
H 0.7903 -0.6384 -0.4520
H 2.7084 -0.7462 -1.9482
```